The following is a quantum chemistry calculation of a molecular structure, C33H42N6Pd, from the Open Molecules 2025 dataset.

## Properties
HOMO (alpha / beta) (eV): -4.73 / -7.45
Spin multiplicity: 3
Gap between HOMO and LUMO (alpha / beta) (eV): 5.21 / 7.63
Charge: 0
Relative energy (zero: lowest compared OMol25 entry of this formula, charge and spin) (kcal/mol): 0.0

Last column: Löwdin charge in e.
Geometry (Å):
Pd -0.07546 -1.35328 -0.62970  0.88
C -2.59543 3.91437 3.14795  -0.04
C -1.61087 4.51908 2.18035  -0.21
C -1.44289 5.89606 2.09271  -0.05
C -0.55275 6.46515 1.19383  -0.09
C 0.19703 5.64187 0.37129  -0.08
C 0.05624 4.26409 0.44798  -0.03
C -0.85547 3.70084 1.33614  -0.20
N -0.99927 2.30198 1.46555  0.15
C -1.06538 1.33803 0.47636  -0.37
N -1.16035 1.80900 -0.77596  0.15
C -1.17068 1.14775 -2.05011  -0.21
C -0.67810 -0.13831 -2.20371  -0.18
C -0.67470 -0.64738 -3.50689  -0.14
C -1.10999 0.09618 -4.59621  -0.11
C -1.60500 1.37514 -4.39167  -0.08
C -1.65412 1.91717 -3.11527  -0.23
C -2.23195 3.29635 -2.89580  -0.05
N -1.15580 0.07863 0.79714  0.06
C -0.87965 -0.28962 2.13824  -0.29
C 0.39179 -0.12214 2.69404  -0.04
C 0.66448 -0.53343 3.98688  -0.08
C -0.33512 -1.12166 4.75529  -0.09
C -1.59389 -1.28206 4.20981  -0.06
C -1.88873 -0.86852 2.90793  -0.24
C -3.30033 -0.98425 2.38862  -0.05
H -3.17149 4.69549 3.64038  0.08
H -2.09528 3.33400 3.92964  0.09
H -3.29302 3.24743 2.63625  0.08
H -2.03620 6.53392 2.73799  0.11
H -0.44193 7.54003 1.14434  0.10
H 0.90757 6.06737 -0.32586  0.11
H 0.67816 3.62275 -0.16451  0.12
H -1.25373 1.95889 2.37689  0.12
H -1.31300 2.80185 -0.81906  0.09
H -0.30320 -1.65407 -3.69286  0.08
H -1.06100 -0.31423 -5.59920  0.09
H -1.96656 1.96078 -5.22987  0.10
H -2.66828 3.67798 -3.81807  0.08
H -1.47330 4.01877 -2.57404  0.08
H -3.02113 3.28606 -2.13824  0.08
H 1.17682 0.29692 2.07337  0.10
H 1.66063 -0.40488 4.39152  0.11
H -0.13149 -1.44191 5.76870  0.10
H -2.38348 -1.72864 4.80610  0.11
H -3.65681 -2.01701 2.41612  0.08
H -3.37495 -0.60794 1.37075  0.06
H -3.98076 -0.39812 3.00960  0.08
N 0.19151 -3.04581 1.00603  -0.01
C -1.01986 -3.88209 1.09424  -0.24
C -1.74440 -3.96599 -0.24593  -0.26
N -2.07825 -2.61955 -0.72839  -0.02
H 1.01272 -3.61061 0.83507  0.05
H 0.35039 -2.54445 1.87236  0.06
H -1.68976 -3.43698 1.83329  0.10
H -0.79500 -4.89655 1.43151  0.11
H -2.61914 -4.61236 -0.12588  0.11
H -1.08781 -4.43189 -0.98381  0.11
H -2.76217 -2.17928 -0.12292  0.06
H -2.45587 -2.63514 -1.66748  0.08
C 4.58783 -3.84708 -2.43639  -0.12
N 3.16369 -3.82523 -2.17440  -0.26
C 2.84276 -4.44330 -0.91169  -0.12
C 2.47092 -2.55758 -2.40968  -0.18
C 2.85888 -1.30826 -1.62200  -0.24
C 4.13880 -0.76651 -1.79192  -0.07
C 4.51527 0.41272 -1.16814  -0.11
C 3.57474 1.10691 -0.41945  -0.11
C 2.28627 0.60113 -0.30815  -0.15
C 1.88979 -0.62431 -0.86401  -0.18
H 4.92036 -4.88653 -2.49352  0.08
H 5.18714 -3.34436 -1.66400  0.08
H 4.79281 -3.37393 -3.39805  0.08
H 3.29902 -5.43461 -0.86589  0.08
H 1.76059 -4.57951 -0.84544  0.06
H 3.19565 -3.87129 -0.03563  0.09
H 1.40765 -2.75344 -2.22414  0.08
H 2.56719 -2.33691 -3.47746  0.12
H 4.85361 -1.25370 -2.44419  0.09
H 5.51886 0.80143 -1.29431  0.09
H 3.84333 2.04036 0.06564  0.09
H 1.55131 1.20823 0.21998  0.05

---

The following is a quantum chemistry calculation of a molecular structure, C33H43GeMnN4SSiTe4 at a distorted geometry, from the Open Molecules 2025 dataset.

## Properties
HOMO (eV): -11.40
Gap between HOMO and LUMO (eV): 5.51
Charge: +2
Relative energy (zero: lowest compared OMol25 entry of this formula, charge and spin) (kcal/mol): 0.0

Last column: Löwdin charge in e.
Geometry (Å):
Mn -0.74490 -0.23462 0.49071  0.13
Te 2.02508 1.64307 0.49856  0.22
Te 4.42928 1.74251 -0.89170  0.12
Te 3.36886 3.72104 -2.53369  0.11
Te 1.10986 3.82695 -0.92134  0.13
N -3.54078 -3.19551 -2.42786  0.25
C -2.19495 -2.53227 -2.67408  -0.25
C -1.20682 -3.06626 -1.64675  -0.08
C 0.12806 -2.30338 -1.66984  -0.29
N 0.42550 -1.74246 -0.32766  0.02
C 0.14055 -1.18718 -2.70493  -0.09
C -1.06689 -0.26172 -2.61724  -0.29
N -0.93016 0.59249 -1.41062  0.02
C -2.39905 -1.02609 -2.60035  -0.08
H -3.42837 -4.10005 -1.94914  0.15
H -4.05999 -3.34670 -3.29358  0.18
H -4.13741 -2.61254 -1.81463  0.12
H -1.91434 -2.84247 -3.68250  0.16
H -1.03859 -4.13238 -1.81558  0.14
H -1.65456 -2.97898 -0.65745  0.08
H 0.92170 -3.00952 -1.92960  0.15
H 1.35664 -1.32448 -0.37011  0.07
H 0.49940 -2.48636 0.36266  0.11
H 0.17729 -1.63035 -3.70167  0.14
H 1.05984 -0.60139 -2.61156  0.13
H -1.05339 0.39245 -3.49344  0.16
H -1.64468 1.31673 -1.40419  0.10
H -0.06065 1.12279 -1.53534  -0.02
H -3.03430 -0.69599 -3.42398  0.14
H -2.93154 -0.79698 -1.67498  0.09
C 1.41573 3.47972 5.62409  -0.16
Si 0.15470 2.12522 5.40960  0.52
C -1.33826 2.44617 6.48374  -0.16
C 0.89826 0.45642 5.75370  -0.20
C -0.50053 2.27251 3.61982  -0.21
C -1.04930 3.50119 3.26008  -0.04
C -1.65560 3.72167 2.02478  -0.04
C -1.69968 2.67129 1.13572  -0.17
N -1.15828 1.48936 1.44272  -0.11
C -0.57808 1.28166 2.64130  -0.73
S 0.11518 -0.34335 2.63423  0.66
H 1.80803 3.47057 6.64174  0.04
H 0.99516 4.47132 5.45342  0.03
H 2.25821 3.35039 4.94327  0.04
H -1.12023 2.24060 7.53167  0.05
H -2.18846 1.83138 6.18859  0.01
H -1.65173 3.48913 6.41887  0.04
H 1.23764 0.44560 6.79127  0.04
H 1.75978 0.25226 5.11869  0.02
H 0.18582 -0.35863 5.62774  0.02
H -1.01387 4.32499 3.96239  0.11
H -2.08159 4.68015 1.76790  0.12
H -2.18011 2.76007 0.16830  0.11
C -2.09866 -0.98781 0.78348  -0.19
Ge -3.74181 -1.91463 1.35643  0.96
C -3.26740 -3.79589 1.12542  -0.29
C -2.05358 -4.18218 1.70174  -0.12
C -1.58956 -5.48547 1.60449  -0.06
C -2.33280 -6.43960 0.92512  -0.06
C -3.55272 -6.08725 0.36740  -0.07
C -4.01562 -4.77813 0.47418  -0.13
C -5.05626 -1.22975 0.07913  -0.30
C -5.02077 0.14062 -0.19657  -0.12
C -5.93821 0.73232 -1.04852  -0.06
C -6.92330 -0.03522 -1.65618  -0.06
C -6.99264 -1.39210 -1.38828  -0.07
C -6.07370 -1.97856 -0.52116  -0.13
C -4.19162 -1.53138 3.17918  -0.28
C -3.35601 -0.85880 4.06459  -0.09
C -3.72585 -0.71620 5.39511  -0.06
C -4.93415 -1.22591 5.84340  -0.06
C -5.77916 -1.88846 4.96418  -0.06
C -5.40557 -2.04583 3.63984  -0.10
H -1.45831 -3.45706 2.24975  0.10
H -0.65334 -5.76138 2.07098  0.12
H -1.97813 -7.45833 0.85705  0.12
H -4.15861 -6.83536 -0.12691  0.11
H -4.99640 -4.56253 0.07334  0.08
H -4.26318 0.76597 0.26805  0.10
H -5.89855 1.79776 -1.23097  0.11
H -7.64674 0.42770 -2.31301  0.12
H -7.77597 -1.99402 -1.82894  0.11
H -6.20214 -3.02743 -0.29220  0.08
H -2.40071 -0.46824 3.73421  0.05
H -3.06506 -0.21382 6.08745  0.09
H -5.21709 -1.11180 6.88074  0.11
H -6.72245 -2.28696 5.31082  0.11
H -6.07559 -2.57526 2.96998  0.10

---

The following is a quantum chemistry calculation of 6 unconnected molecules or ions with the total composition C33H43IN5O5P2 at a distorted geometry, from the Open Molecules 2025 dataset.

## Properties
HOMO (eV): -3.61
Gap between HOMO and LUMO (eV): 5.88
Charge: -1

Last column: Löwdin charge in e.
Geometry (Å):
C 2.16176 1.70142 3.18097  -0.10
C 3.19458 1.30465 2.18223  -0.21
C 3.59950 -0.22789 1.75540  -0.37
P 2.09422 -1.39884 1.50672  0.32
P 1.90398 -0.85688 -0.61916  0.40
O 1.17515 0.71819 -0.76852  -0.52
I 0.17940 -2.38840 -1.60286  0.33
O 1.03260 -2.72115 1.04742  -0.61
C 0.90648 -3.50005 2.28842  -0.36
O 0.07077 -4.70947 2.32922  -0.07
C 0.82450 -2.38998 3.49090  -0.28
C -0.55286 -1.54154 3.74966  -0.09
C -1.59439 -1.49722 2.48517  -0.36
C -2.61108 -0.20082 2.77415  -0.10
O -2.48131 -2.67222 2.36913  -0.13
O 1.98100 -1.51233 3.25278  -0.35
H 1.32380 2.45253 2.79828  0.05
H 2.13820 1.34609 4.31568  0.06
H 3.78546 2.18378 1.63723  0.09
H 4.14390 -0.16963 0.69576  0.05
H 4.38889 -0.73252 2.49068  0.09
H 1.05242 -0.38574 1.67313  0.02
H 3.13679 -2.41411 1.33607  0.03
H 0.23210 0.62325 -1.14476  0.02
H 2.00371 -3.93928 2.42299  0.14
H 0.60305 -5.48931 2.72057  0.12
H 0.94645 -3.07940 4.45616  0.15
H -0.23204 -0.41310 3.96162  0.12
H -1.08019 -1.93497 4.71819  0.12
H -1.09788 -1.26586 1.44236  0.12
H -2.45498 0.09352 3.91951  0.07
H -2.35636 0.71749 2.09390  0.07
H -3.71806 -0.56283 2.65297  0.07
H -2.87670 -2.73959 1.43317  0.12
N -3.45008 2.92988 3.21510  0.07
C -4.75449 2.91870 2.86331  -0.14
C -5.70767 3.76206 3.41133  -0.08
C -5.30177 4.67098 4.38273  -0.08
C -3.96540 4.70523 4.76749  -0.09
C -3.08559 3.82434 4.15931  -0.17
H -5.02238 2.18970 2.10405  0.10
H -6.74146 3.71113 3.08894  0.10
H -6.02067 5.34723 4.83607  0.10
H -3.61748 5.40148 5.52212  0.10
H -2.03165 3.81487 4.42282  0.11
N -3.07602 0.39665 -3.14818  0.06
C -1.93267 0.34936 -3.86642  -0.17
C -1.85360 -0.14809 -5.15733  -0.08
C -3.01608 -0.63091 -5.74897  -0.10
C -4.20884 -0.59739 -5.03390  -0.09
C -4.18858 -0.07756 -3.74966  -0.16
H -1.05235 0.73463 -3.36019  0.09
H -0.90853 -0.15924 -5.68834  0.09
H -2.99296 -1.02977 -6.75893  0.08
H -5.13180 -0.96648 -5.46654  0.09
H -5.09463 -0.02636 -3.15236  0.10
N 4.65370 -4.46562 1.02915  0.07
C 5.30305 -5.45001 1.68845  -0.15
C 6.42755 -6.09432 1.19803  -0.09
C 6.91595 -5.71026 -0.04634  -0.10
C 6.26775 -4.70070 -0.75044  -0.08
C 5.15225 -4.11312 -0.17570  -0.13
H 4.88171 -5.71621 2.65347  0.10
H 6.91052 -6.87688 1.77214  0.09
H 7.79449 -6.19336 -0.46398  0.10
H 6.62312 -4.37890 -1.72277  0.10
H 4.61383 -3.31828 -0.68426  0.10
N -2.21356 7.85577 2.17791  0.05
C -1.28816 8.77030 1.81374  -0.16
C 0.07142 8.50925 1.75418  -0.09
C 0.51218 7.23407 2.09203  -0.08
C -0.41661 6.27109 2.47300  -0.06
C -1.75572 6.62613 2.49854  -0.14
H -1.68125 9.75118 1.56272  0.10
H 0.76971 9.28154 1.45216  0.10
H 1.57056 6.99249 2.05855  0.11
H -0.10518 5.26834 2.74276  0.10
H -2.51944 5.90875 2.78560  0.08
N -1.04630 -1.91579 -7.79760  0.05
C -0.39695 -2.90018 -7.13830  -0.13
C 0.72755 -3.54449 -7.62872  -0.07
C 1.21595 -3.16043 -8.87309  -0.08
C 0.56775 -2.15087 -9.57719  -0.08
C -0.54775 -1.56329 -9.00245  -0.14
H -0.81829 -3.16638 -6.17328  0.11
H 1.21053 -4.32705 -7.05461  0.11
H 2.09449 -3.64353 -9.29074  0.10
H 0.92312 -1.82907 -10.54952  0.10
H -1.08617 -0.76845 -9.51101  0.10

---

The following is a quantum chemistry calculation of a molecular structure, C33H43N6SbSi2Ti at a distorted geometry, from the Open Molecules 2025 dataset.

## Properties
HOMO (alpha / beta) (eV): -6.42 / -6.42
Gap between HOMO and LUMO (alpha / beta) (eV): 5.35 / 5.35
Charge: 0

Last column: Löwdin charge in e.
Geometry (Å):
Ti -0.36723 1.28854 0.21803  0.87
C -2.94983 0.49239 -3.13737  -0.06
C -2.14333 0.48757 -4.27293  -0.04
C -0.78659 0.59996 -4.10821  0.00
C -0.22411 0.72072 -2.83062  -0.30
N -1.01109 0.77436 -1.72796  0.04
C -2.34917 0.63847 -1.91395  -0.21
N 1.15692 0.75617 -2.81357  0.18
C 1.86977 0.77298 -1.75475  -0.29
N 1.45354 0.83006 -0.44017  0.01
C 2.57786 0.76265 0.37591  -0.29
N 2.65223 0.77760 1.64512  0.19
C 1.65100 1.17216 2.51745  -0.31
C 1.89975 0.93749 3.87102  0.00
C 1.03197 1.40624 4.82709  -0.05
C -0.05906 2.16143 4.41607  -0.04
C -0.25232 2.35262 3.06896  -0.12
N 0.54309 1.83012 2.11339  0.02
C 3.77711 0.63043 -0.47889  -0.10
C 5.11503 0.49584 -0.16524  0.00
C 6.01626 0.42370 -1.21962  -0.07
C 5.58039 0.47377 -2.54378  -0.07
C 4.23053 0.59071 -2.84746  0.00
C 3.34374 0.67062 -1.79184  -0.10
H -4.02527 0.40316 -3.19872  0.11
H -2.58059 0.39487 -5.25870  0.11
H -0.09620 0.58649 -4.93896  0.12
H -2.94072 0.67422 -1.01641  0.04
H 2.79553 0.38614 4.11948  0.12
H 1.20651 1.21494 5.87799  0.11
H -0.74385 2.59639 5.12939  0.11
H -1.08981 2.92865 2.70839  0.09
H 5.43523 0.43552 0.86665  0.12
H 7.07419 0.32486 -1.01346  0.10
H 6.30827 0.40959 -3.34189  0.10
H 3.86910 0.60358 -3.86741  0.12
C -0.67546 5.13841 0.78807  -0.22
Si 0.18434 3.81652 -0.25879  0.51
C 0.02643 4.26083 -2.09805  -0.23
C 2.03270 4.09492 0.11003  -0.23
C -2.31167 1.76120 0.86758  -0.30
C -2.22707 0.60314 1.63651  -0.44
C -3.11902 0.10040 2.65807  -0.03
C -2.76461 -0.96510 3.41730  -0.07
C -1.51430 -1.62408 3.21699  -0.10
C -0.71663 -1.17421 2.21439  -0.19
N -1.06194 -0.14560 1.41190  -0.12
Si -3.86710 2.70206 0.63816  0.42
C -4.34582 3.82468 2.06902  -0.18
C -3.77174 3.72421 -0.93761  -0.17
C -5.31907 1.51538 0.35893  -0.17
H -0.21630 6.11593 0.60932  0.03
H -0.57810 4.91811 1.85373  0.01
H -1.73861 5.22177 0.56101  -0.01
H 0.22387 5.32419 -2.26600  0.03
H -0.96887 4.03665 -2.49232  0.01
H 0.75490 3.68716 -2.67861  0.01
H 2.35503 5.09666 -0.19197  0.03
H 2.66251 3.37720 -0.42380  0.01
H 2.24426 3.98563 1.17813  0.02
H -4.05027 0.62508 2.82603  0.09
H -3.42807 -1.32113 4.19722  0.10
H -1.20621 -2.44821 3.84375  0.09
H 0.24236 -1.64118 2.01013  0.12
H -3.67932 4.68761 2.14607  0.02
H -4.30939 3.29030 3.02262  0.02
H -5.36485 4.19721 1.93151  0.03
H -3.05267 4.54115 -0.86809  0.01
H -4.74732 4.15949 -1.17394  0.03
H -3.47271 3.09876 -1.78249  0.01
H -5.65319 1.04268 1.28527  0.02
H -5.04269 0.70836 -0.32749  0.02
H -6.17685 2.03881 -0.07206  0.03
C -4.26298 -2.99935 -1.64852  -0.34
Sb -2.39578 -2.47749 -0.69496  1.33
C -1.23727 -3.19231 -2.37185  -0.33
C -2.29250 -4.32620 0.41320  -0.35
H -4.23013 -4.03411 -1.99098  0.00
H -4.43878 -2.34199 -2.50097  -0.02
H -5.08385 -2.88275 -0.94021  0.00
H -1.51365 -4.22405 -2.59059  0.00
H -0.17003 -3.14212 -2.15407  0.00
H -1.44177 -2.56939 -3.24410  -0.01
H -2.62622 -5.15500 -0.21231  0.00
H -2.93631 -4.25340 1.28981  -0.01
H -1.26968 -4.50482 0.74516  -0.01

---

Number 1: total energy -1739.0318 Ha. Number 2: total energy -6489.5107 Ha. Number 3: total energy -2913.3837 Ha. Number 4: total energy -3280.5833 Ha.